C24H48BrCl2KN6NaO6S | the ωB97M-V functional and the def2-TZVPD basis

```
90
Properties=species:S:1:pos:R:3
C 3.257 -0.937 1.787
C 1.978 -0.077 1.293
C 1.848 1.348 2.013
C 2.101 2.622 1.077
C 0.777 3.252 0.448
C 0.204 2.352 -0.771
N -1.289 2.277 -0.686
C -1.955 1.143 -0.470
N -1.342 -0.160 -0.272
C -2.435 -1.046 -0.096
N -3.688 -0.381 -0.173
N -3.363 0.914 -0.388
C -4.233 2.114 -0.543
C -5.795 1.823 -0.223
N -6.593 2.794 -1.057
H 3.153 -1.288 2.858
H 4.208 -0.375 1.561
H 3.273 -1.863 1.107
H 2.095 -0.016 0.155
H 1.026 -0.665 1.551
H 0.866 1.430 2.603
H 2.668 1.378 2.819
H 2.897 2.431 0.277
H 2.549 3.443 1.747
H 1.076 4.250 -0.035
H -0.039 3.470 1.210
H 0.682 1.333 -0.658
H 0.519 2.749 -1.792
H -1.788 3.168 -0.817
H -2.204 -2.154 0.079
H -4.628 -0.778 -0.059
H -4.099 2.646 -1.545
H -3.895 2.869 0.258
H -6.041 0.768 -0.568
H -5.989 1.977 0.893
H -6.015 3.644 -1.138
H -6.626 2.378 -2.007
C -2.515 -5.031 3.618
S -2.308 -4.486 1.905
O -3.650 -4.589 1.231
C -1.318 -5.893 1.361
H -3.152 -4.293 4.149
H -2.996 -6.010 3.643
H -1.540 -5.081 4.095
H -1.869 -6.820 1.517
H -0.381 -5.918 1.918
H -1.104 -5.772 0.294
C -8.681 0.698 -3.757
C -8.170 1.114 -5.147
C -7.926 -0.154 -5.991
O -6.999 1.745 -4.984
H -7.961 0.063 -3.232
H -8.883 1.571 -3.128
H -9.620 0.131 -3.840
H -9.014 1.644 -5.633
H -7.185 -0.819 -5.534
H -7.577 0.100 -6.995
H -8.857 -0.728 -6.103
Na -7.395 -1.136 -1.754
C 7.457 5.214 -0.263
C 6.849 4.872 0.940
C 6.525 3.544 1.202
C 6.819 2.569 0.250
C 7.420 2.906 -0.960
C 7.738 4.234 -1.215
N 6.506 1.171 0.537
O 5.969 0.924 1.602
O 6.806 0.339 -0.298
H 7.716 6.253 -0.464
H 6.633 5.639 1.676
H 6.053 3.287 2.144
H 7.648 2.155 -1.706
H 8.210 4.509 -2.155
C -1.066 -9.487 4.594
C -1.383 -7.976 4.550
O -0.545 -7.403 3.679
H -0.039 -9.677 4.926
H -1.739 -9.993 5.304
H -1.206 -9.961 3.616
H -1.342 -7.643 5.608
H -2.475 -7.918 4.340
C 11.345 3.137 -2.436
Cl 9.932 2.544 -3.320
Cl 10.919 3.596 -0.782
H 12.096 2.351 -2.402
H 11.745 4.007 -2.953
K 5.800 5.903 -1.688
Br -2.460 -4.077 5.764
O 4.060 3.381 -4.117
H 3.947 2.434 -4.043
```

Calculated values
LUMO energy = -0.65 eV
Total charge = -1
Orbital gap = 0.0575 Eh
2S+1 = 1
Molar mass = 761.65 g/mol

---

C12H28BBrN3O5 | the ωB97M-V functional and the def2-TZVPD basis

```
50
Properties=species:S:1:pos:R:3
C 0.140 -0.127 2.150
C -0.364 1.216 2.630
O 0.392 2.143 2.882
O -1.675 1.336 2.846
C -2.602 0.624 1.961
B -3.569 -0.433 2.734
Br -2.955 -2.416 2.433
H 0.040 -0.209 1.062
H -0.443 -0.938 2.594
H 1.190 -0.210 2.427
H -2.036 0.175 1.142
H -3.219 1.416 1.522
H -3.536 -0.215 3.924
H -4.712 -0.345 2.326
C -0.804 -2.614 -2.791
C -1.331 -1.866 -1.585
O -0.684 -0.960 -1.077
N -2.534 -2.248 -1.094
C -3.393 -3.295 -1.596
H 0.156 -2.193 -3.065
H -0.675 -3.674 -2.567
H -1.477 -2.520 -3.644
H -2.859 -1.773 -0.262
H -4.371 -2.893 -1.872
H -3.544 -4.060 -0.832
H -2.955 -3.760 -2.474
C 3.304 -2.588 -4.413
C 2.316 -3.562 -5.015
O 1.153 -3.259 -5.207
N 2.773 -4.808 -5.328
C 4.108 -5.340 -5.159
H 2.782 -1.657 -4.220
H 3.705 -2.969 -3.473
H 4.133 -2.398 -5.097
H 2.065 -5.409 -5.718
H 4.529 -5.647 -6.118
H 4.100 -6.206 -4.494
H 4.759 -4.586 -4.727
C 0.947 5.100 3.616
C 1.624 6.109 4.509
O 2.681 5.895 5.081
N 1.000 7.316 4.668
C -0.248 7.756 4.086
H 1.532 4.189 3.580
H -0.045 4.846 3.987
H 0.848 5.496 2.604
H 1.496 7.950 5.274
H -0.099 8.642 3.464
H -0.977 8.000 4.862
H -0.666 6.970 3.465
```

Calculated values
LUMO energy = 2.07 eV
Total charge = -1
Orbital gap = 0.2687 Eh
2S+1 = 1
Molar mass = 385.09 g/mol

---

ClK | the ωB97M-V functional and the def2-TZVPD basis

```
2
Properties=species:S:1:pos:R:3
K -0.620 -1.210 -0.502
Cl 0.620 1.210 0.502
```

Calculated values
LUMO energy = -0.99 eV
Orbital gap = 0.2614 Eh
2S+1 = 1
Molar mass = 74.55 g/mol
Energy relative to the best compared isomer or geometry (same formula, charge and spin) = 0.068 eV

---

C22H36N5O3PSSeTc | the ωB97M-V functional and the def2-TZVPD basis

```
70
Properties=species:S:1:pos:R:3
Tc -0.194 -0.217 -0.027
N 0.210 -2.438 -1.196
C 1.240 -2.330 -2.222
C 1.280 -0.900 -2.767
N 1.339 0.073 -1.671
H 0.290 -3.311 -0.684
H -0.717 -2.429 -1.621
H 1.079 -3.023 -3.058
H 2.208 -2.572 -1.772
H 0.369 -0.707 -3.345
H 2.140 -0.792 -3.442
H 1.211 1.010 -2.071
H 2.273 0.068 -1.260
C 4.107 -0.146 0.465
C 3.186 -1.313 0.832
P 1.539 -0.884 1.643
C 2.273 0.174 2.987
C 3.217 -0.450 4.011
C 1.152 -2.653 2.138
C 1.704 -3.221 3.436
H 4.641 -0.348 -0.465
H 4.860 0.013 1.235
H 3.563 0.791 0.348
H 3.703 -1.984 1.522
H 2.960 -1.902 -0.058
H 1.456 0.662 3.512
H 2.805 0.943 2.420
H 2.665 -0.987 4.776
H 3.764 0.356 4.498
H 3.945 -1.121 3.562
H 1.524 -3.261 1.307
H 0.064 -2.741 2.145
H 2.791 -3.199 3.448
H 1.383 -4.258 3.530
H 1.325 -2.668 4.288
C -0.959 2.249 2.075
C -0.789 1.699 0.681
O -1.307 2.221 -0.282
H -0.957 3.338 2.042
H -0.184 1.890 2.740
H -1.931 1.910 2.442
C -5.015 -2.414 1.191
N -3.804 -1.833 1.724
C -3.736 -1.491 3.034
C -2.594 -1.017 3.566
C -1.457 -0.803 2.702
O -0.349 -0.473 3.135
N -1.630 -0.989 1.359
C -2.704 -1.662 0.881
O -2.734 -2.123 -0.254
H -5.297 -3.295 1.766
H -4.823 -2.691 0.156
H -5.835 -1.694 1.225
H -4.637 -1.650 3.611
H -2.499 -0.764 4.606
Se -1.877 -0.107 -1.995
C -3.378 1.043 -1.922
C -3.625 1.874 -3.009
C -4.764 2.655 -3.028
C -5.672 2.592 -1.982
C -5.414 1.775 -0.893
C -4.265 1.008 -0.855
H -2.910 1.914 -3.820
H -4.946 3.314 -3.866
H -6.578 3.180 -2.013
H -6.113 1.736 -0.068
H -4.050 0.379 -0.002
S 1.628 2.489 0.385
C 1.435 2.952 -1.170
N 1.335 3.213 -2.295
```

Calculated values
LUMO energy (spin up / spin down) = 0.34 / -1.62 eV
Orbital gap (spin up / spin down) = 0.2881 / 0.2072 Eh
2S+1 = 4
Molar mass = 658.56 g/mol

---

C26H28BrN2O7S | the ωB97M-V functional and the def2-TZVPD basis

```
65
Properties=species:S:1:pos:R:3
C 2.875 -3.645 2.124
C 2.212 -2.556 1.333
O 0.760 -2.731 1.542
C 0.006 -1.747 1.107
C -1.351 -1.778 1.522
C -2.436 -0.890 1.370
O -2.406 0.201 0.680
C -3.814 -1.167 1.922
C -4.553 -2.170 1.047
C -4.271 -3.625 1.412
C -3.018 -4.212 0.721
C -1.776 -4.262 1.601
C -1.567 -2.969 2.389
O 0.624 -0.848 0.426
H 3.951 -3.547 1.988
H 2.656 -3.562 3.192
H 2.581 -4.627 1.742
H 2.507 -1.561 1.663
H 2.399 -2.657 0.265
H -3.774 -1.500 2.962
H -4.358 -0.217 1.889
H -5.633 -2.004 1.164
H -4.294 -1.977 -0.006
H -4.197 -3.749 2.506
H -5.131 -4.236 1.085
H -3.252 -5.249 0.426
H -2.785 -3.654 -0.205
H -1.856 -5.075 2.330
H -0.906 -4.473 0.973
H -0.719 -3.110 3.064
H -2.444 -2.805 3.022
C 2.490 7.264 -1.586
C 2.103 5.987 -0.902
C 2.987 5.387 -0.004
C 2.659 4.207 0.653
C 1.447 3.583 0.337
S 1.205 1.918 0.879
O 2.484 1.319 1.142
O 0.072 1.739 1.755
N 0.484 1.346 -0.618
C 1.109 1.217 -1.873
C 2.362 1.691 -2.269
C 2.844 1.307 -3.532
C 2.119 0.398 -4.324
C 0.923 -0.174 -3.848
Br 0.028 -1.585 -4.766
C 0.396 0.233 -2.611
C -0.599 -0.335 -1.701
N -1.451 -1.488 -1.789
O -0.908 -2.602 -1.500
O -2.667 -1.368 -2.126
C -0.353 0.247 -0.437
C 0.500 4.217 -0.473
C 0.858 5.392 -1.125
H 1.687 7.604 -2.243
H 2.712 8.054 -0.858
H 3.393 7.109 -2.186
H 3.952 5.853 0.182
H 3.346 3.754 1.365
H 2.929 2.354 -1.605
H 3.807 1.702 -3.862
H 2.549 0.063 -5.265
H -1.171 0.382 0.367
H -0.486 3.778 -0.610
H 0.162 5.853 -1.821
```

Calculated values
LUMO energy = 2.37 eV
Total charge = -1
Orbital gap = 0.2112 Eh
2S+1 = 1
Molar mass = 592.49 g/mol
Energy relative to the best compared isomer or geometry (same formula, charge and spin) = 0.000 eV

---

C21H20BrCoN4O2S | the ωB97M-V functional and the def2-TZVPD basis

```
50
Properties=species:S:1:pos:R:3
Co 0.190 -0.549 -0.356
C 0.960 3.298 -1.899
C 0.520 2.064 -1.190
N 0.835 0.857 -1.480
N 1.650 0.534 -2.523
C 1.979 -0.775 -2.690
N 2.794 -1.047 -3.711
S 1.374 -1.976 -1.687
C -0.372 2.148 -0.008
C -0.882 3.331 0.484
C -1.720 3.281 1.594
C -2.008 2.059 2.170
C -1.457 0.909 1.616
N -0.665 0.959 0.554
H 1.733 3.126 -2.644
H 1.355 4.016 -1.180
H 0.106 3.757 -2.401
H 2.070 1.265 -3.075
H 3.156 -0.343 -4.332
H 3.065 -2.003 -3.868
H -0.643 4.276 0.018
H -2.138 4.193 1.999
H -2.648 1.981 3.036
H -1.643 -0.077 2.024
C -2.633 -0.401 -1.547
C -1.885 -1.141 -2.453
C -1.378 -0.528 -3.598
C -1.608 0.819 -3.825
C -2.350 1.562 -2.909
C -2.864 0.953 -1.776
H -3.062 -0.888 -0.680
H -1.737 -2.201 -2.294
H -0.819 -1.114 -4.318
H -1.238 1.288 -4.728
H -2.555 2.609 -3.100
H -3.462 1.524 -1.076
Br -1.750 -2.540 3.563
C 0.112 -2.782 3.846
C 0.464 -3.461 5.003
C 1.800 -3.654 5.314
C 2.789 -3.152 4.482
C 2.430 -2.462 3.339
C 1.092 -2.277 2.993
C 0.837 -1.549 1.717
O -0.214 -1.815 1.025
O 1.652 -0.704 1.293
H -0.312 -3.833 5.657
H 2.062 -4.193 6.215
H 3.833 -3.294 4.725
H 3.183 -2.051 2.681
```

Calculated values
LUMO energy (spin up / spin down) = -3.79 / -3.80 eV
Total charge = +1
Orbital gap (spin up / spin down) = 0.2689 / 0.2688 Eh
2S+1 = 2
Molar mass = 531.32 g/mol
Energy relative to the best compared isomer or geometry (same formula, charge and spin) = 0.000 eV